Below is a 11-piece molecular cluster, C16H54N12O16 overall, with properties calculated with ωB97M-V with the def2-TZVPD basis set.

Output
- calculated total energy (eV) = -68105.6634
- LUMO level (eV) = -0.2
- F_max (eV Å⁻¹) = 10.16
- HOMO level (eV) = -9.02
- energy above the lowest of the compared OMol25 structures with the same formula, charge and spin (kcal per mole) = 173.34
- SMILES = NC(N)=O.NC(N)=O.NC(N)=O.NC(N)=O.NC(N)=O.NC(N)=O.OCCO.OCCO.OCCO.OCCO.OCCO

Last column: Mulliken charge in e.
Atoms and positions in Å:
N: -19.932590 15.611160 11.570520  -0.3665
C: -20.513810 15.727340 12.695630  0.6817
N: -21.413890 16.655550 12.653970  -0.3616
O: -20.263460 14.979480 13.635520  -0.6890
H: -20.073080 16.293390 10.839130  0.1575
H: -19.329660 14.810700 11.444680  0.2093
H: -21.953030 16.723760 13.505310  0.2078
H: -21.538520 17.335310 11.917420  0.1592
N: -32.521770 21.150450 8.387200  -0.4301
C: -32.037960 20.918650 9.612470  0.6184
N: -33.004750 21.015230 10.448370  -0.3502
O: -30.872780 20.582850 9.858960  -0.6579
H: -31.875820 20.905970 7.650270  0.2453
H: -33.518970 21.015240 8.301100  0.1992
H: -32.811130 20.828150 11.421830  0.2108
H: -33.979720 21.177590 10.240630  0.1635
N: -33.806330 19.617540 16.608140  -0.4072
C: -35.040420 20.124950 16.582960  0.6976
N: -35.868270 19.381160 15.948540  -0.3878
O: -35.300130 21.169190 17.195430  -0.6780
H: -33.639220 18.722700 16.170600  0.1536
H: -33.090000 20.215350 16.994890  0.2051
H: -36.819180 19.706350 16.049170  0.2423
H: -35.457410 18.554170 15.539430  0.1756
N: -23.183700 22.618390 16.587240  -0.3398
C: -22.861810 23.632070 17.189480  0.6933
N: -22.489930 23.472850 18.391500  -0.3531
O: -23.039890 24.632340 16.535790  -0.7203
H: -23.077670 21.759150 17.107410  0.1246
H: -23.628360 22.803680 15.699520  0.2238
H: -22.404040 24.279330 18.993420  0.2203
H: -22.502590 22.495620 18.646390  0.1508
N: -21.579700 16.216600 19.767630  -0.4130
C: -22.253620 17.136700 19.200650  0.7143
N: -23.059310 16.668460 18.275710  -0.3874
O: -22.191610 18.264260 19.579190  -0.6576
H: -21.610000 15.277990 19.395880  0.1584
H: -21.061390 16.557220 20.564770  0.2215
H: -23.919310 17.169560 18.104260  0.1968
H: -22.873170 15.736920 17.932660  0.1696
N: -28.456300 19.503320 13.941290  -0.3681
C: -27.889480 18.364740 14.181720  0.7158
N: -27.542960 17.794160 13.066130  -0.3666
O: -27.607700 17.908390 15.307030  -0.6996
H: -28.721730 19.693150 12.985470  0.1515
H: -28.329810 20.258220 14.600260  0.2195
H: -27.119250 16.877640 13.089980  0.2129
H: -27.793600 18.331800 12.248680  0.1355
O: -23.088330 19.924660 9.093530  -0.5228
C: -23.799740 19.329320 7.959730  -0.2796
C: -22.913460 19.105850 6.748290  -0.4324
O: -21.774410 18.216590 7.046450  -0.5146
H: -23.627790 20.552380 9.579900  0.2924
H: -24.145750 18.332880 8.234480  0.2335
H: -24.749940 19.788000 7.686180  0.3525
H: -22.631700 20.085580 6.362470  0.2912
H: -23.457410 18.659490 5.915830  0.2803
H: -20.945430 18.698960 7.087880  0.2990
O: -30.050760 15.160360 21.437180  -0.4768
C: -30.024970 15.245230 20.079360  -0.6594
C: -31.064210 14.238870 19.484990  -0.0603
O: -32.370130 14.580790 19.937730  -0.4826
H: -30.762370 15.753120 21.689900  0.3143
H: -30.111830 16.248010 19.661050  0.3245
H: -29.003370 14.919080 19.884230  0.2974
H: -30.799410 13.236670 19.822000  0.2102
H: -31.044720 14.308830 18.397410  0.2786
H: -32.384050 15.162480 20.701300  0.2535
O: -30.432380 12.637360 6.908720  -0.5234
C: -31.317460 13.776820 6.912150  -0.4708
C: -30.528800 15.116350 7.028800  -0.1961
O: -29.965560 15.542200 5.771120  -0.5588
H: -30.305020 12.531150 5.963150  0.3254
H: -31.718550 13.729430 5.899740  0.2888
H: -32.226760 13.733920 7.511670  0.3309
H: -29.693800 15.074320 7.728150  0.2455
H: -31.186870 15.959170 7.240200  0.2658
H: -29.137620 15.117210 5.535560  0.2924
O: -24.628810 26.436380 9.159560  -0.5350
C: -25.532970 25.320300 9.052910  -0.2846
C: -26.019430 24.810490 10.402570  -0.4148
O: -24.879010 24.350270 11.118040  -0.5057
H: -24.427820 26.822120 8.303750  0.2946
H: -26.346560 25.738040 8.459890  0.3164
H: -25.074810 24.524850 8.465160  0.2464
H: -26.734650 24.007370 10.224890  0.2811
H: -26.548310 25.543910 11.011230  0.2834
H: -24.269760 25.086320 11.211030  0.3180
O: -27.094990 11.879680 12.928740  -0.5427
C: -28.336360 11.806720 12.127430  -0.3791
C: -29.002840 10.439840 11.978080  -0.2837
O: -29.266720 9.944620 13.295580  -0.5086
H: -27.384680 12.020920 13.833030  0.3188
H: -29.109050 12.533610 12.377800  0.2670
H: -27.955070 12.098270 11.148800  0.2781
H: -28.434400 9.755820 11.347930  0.2396
H: -29.945170 10.497550 11.433290  0.2959
H: -28.409840 9.970090 13.727670  0.3144

Atomic forces in eV per Å
N 3.504 -1.068 -5.174
C 0.373 -2.112 2.740
N -3.697 3.082 1.968
O -0.450 0.064 0.668
H 0.216 -0.562 -0.034
H 0.044 0.458 -0.173
H -0.036 0.502 -0.288
H 0.007 -0.337 0.284
N 0.430 0.329 -2.329
C 3.024 -1.285 -1.765
N -3.041 0.071 5.416
O -0.770 0.637 0.073
H -0.539 0.018 -0.204
H 0.450 0.043 -0.752
H 0.001 0.053 -0.177
H 0.496 0.112 -0.200
N 1.932 -0.412 -0.045
C 2.008 3.390 3.204
N -2.768 -1.490 -1.767
O -0.335 -0.471 -0.746
H 0.669 0.430 0.312
H 0.023 -0.540 -0.164
H -0.122 -0.920 -0.596
H -1.392 -0.005 -0.199
N -1.926 -9.243 -3.748
C -0.438 6.212 -1.452
N 1.923 -0.141 4.947
O 0.432 4.583 -0.086
H -0.656 -0.658 -1.265
H 0.176 -0.898 0.153
H 0.162 -0.638 0.125
H 0.338 0.726 1.344
N 3.373 -3.586 2.386
C -1.318 1.325 -0.337
N -2.113 -0.547 -2.828
O -0.335 3.521 0.668
H 0.448 0.122 0.866
H 0.388 -0.816 -0.240
H 0.326 -0.296 -0.434
H -0.790 0.346 -0.146
N -2.302 4.105 0.057
C 2.001 -2.181 4.156
N 0.714 -2.089 -2.782
O -0.460 0.573 -0.969
H -0.005 0.631 0.485
H -0.393 -0.187 -0.187
H -0.237 0.276 -0.411
H 0.649 -1.116 -0.392
O -0.285 -0.516 -1.410
C 0.087 -1.079 0.864
C 1.156 0.259 0.305
O -1.361 0.728 -0.318
H -0.275 -0.007 -0.255
H 0.214 -0.266 0.521
H 0.283 0.844 -0.065
H 0.689 0.027 0.072
H -0.273 -0.312 0.313
H -0.216 0.326 0.025
O -0.898 0.998 2.236
C 0.805 -1.863 -2.286
C 0.708 1.560 0.633
O -0.466 -0.255 -0.622
H 0.075 -0.026 0.872
H -0.362 0.193 0.123
H -0.019 -0.156 -0.917
H -0.035 -0.068 -0.042
H -0.131 -0.172 -0.030
H 0.327 -0.200 0.021
O -0.507 0.482 0.498
C 0.742 0.785 -1.506
C 0.091 -0.214 -0.933
O -0.408 -0.071 -0.318
H 0.415 -0.550 0.168
H -0.386 0.784 -0.135
H 0.585 -0.437 0.860
H -0.383 -0.247 0.489
H -0.142 -0.252 0.473
H -0.004 -0.277 0.416
O 0.287 -0.407 1.186
C -0.591 1.343 -1.047
C 1.113 0.550 -0.316
O -0.448 -0.729 0.204
H -0.186 -0.284 -0.072
H -0.625 -0.521 0.019
H 0.099 -0.271 0.247
H 0.328 -0.317 0.081
H -0.015 0.411 -0.263
H 0.029 0.184 -0.044
O -2.044 -0.504 -0.380
C 1.093 0.205 -1.441
C 0.278 0.173 0.791
O -0.065 -0.198 -0.643
H 0.158 0.068 0.258
H 0.310 0.158 0.666
H -0.226 0.070 -0.204
H 0.566 -0.222 0.390
H -0.196 0.481 0.306
H 0.120 -0.216 0.246